Entry from OMol25: C21H33N6OPS3SiSr as an isolated structure in a non-equilibrium geometry (wB97M-V/def2-TZVPD).

```
67
Properties=species:S:1:pos:R:3:forces:R:3
Sr 0.68293 -1.34493 0.19250 -1.5785 -0.4606 -4.3031
C 3.66005 1.67341 2.01626 -0.0401 0.1971 0.1500
C 2.57249 2.11243 2.97016 -0.3737 0.2018 -0.2962
N 1.86870 3.27250 2.74957 0.4508 -0.0454 -0.0932
N 1.58667 3.46573 1.45465 -0.0690 -0.4877 0.0761
C 1.10951 3.11670 0.44793 0.0916 -0.0333 0.0857
N 0.63516 2.89180 -0.75618 0.4527 -0.3021 -0.0792
S 0.58621 -0.02081 -2.24297 0.3032 0.5064 -0.2685
C 2.15731 1.26424 4.02178 0.2099 0.1395 0.0849
C 2.62669 -0.17340 4.01175 -0.9856 -0.1383 0.1929
C 2.40461 -0.82464 5.37375 -0.1248 -0.1785 -0.1134
C 0.93975 -0.65099 5.65788 0.1491 0.3629 0.3100
C 0.44129 0.58361 5.39296 -0.0450 -0.1795 0.0665
N 1.09877 1.59731 4.75651 -0.0484 0.0465 -0.0068
H 3.74528 0.59643 1.91876 -0.0059 -0.0117 -0.0212
H 4.63026 2.05927 2.35178 -0.0002 -0.0204 0.0077
H 3.49575 2.05332 1.01355 -0.0794 0.1146 -0.1101
H -0.36433 2.70819 -0.81388 0.0278 -0.0279 -0.1018
H 1.15943 2.17616 -1.31951 -0.4315 0.2675 0.2359
H 3.62797 -0.34612 3.63062 0.1310 0.2346 0.1617
H 2.95218 -0.25069 6.14097 0.1498 0.0005 -0.0938
H 0.37809 -1.35834 6.25786 0.0010 -0.0843 -0.0955
H -0.57259 0.82777 5.70305 0.0059 0.0292 -0.0080
S -1.57004 -3.02495 -0.86224 -0.0011 -0.1630 0.2124
C -1.00787 -3.65780 -2.37588 -0.0033 0.0733 -0.0271
C -2.02878 -4.30719 -3.15661 -0.0143 0.0506 -0.0533
N -2.87210 -4.81031 -3.76201 0.0001 -0.0300 0.0257
C 0.25647 -3.60064 -2.90003 0.0503 -0.0911 0.0874
S 1.66912 -2.90665 -2.16861 0.0273 0.0571 0.0224
C 0.48156 -4.19232 -4.19124 -0.0953 0.0545 -0.0560
N 0.67361 -4.65242 -5.23170 0.0526 -0.0336 0.0270
C 2.81322 -1.89021 1.49749 1.0912 0.2080 1.4255
Si 1.43611 -0.81501 2.61265 1.1952 -0.5443 -0.1000
C 2.89210 -2.26618 5.42027 0.0464 0.0005 0.0290
C 0.26277 -2.37322 2.57121 0.3100 -0.2219 1.8063
O 0.78778 0.33567 1.72868 0.1682 0.1415 0.9258
H 2.56368 -2.95761 1.43045 -0.0955 0.1461 -0.2571
H 3.63329 -1.88194 2.22788 0.0742 -0.1370 -0.1071
H 3.33143 -1.59997 0.56807 -0.4649 0.1663 0.0328
H 2.34541 -2.90312 4.72197 -0.0123 0.0243 -0.0150
H 2.76874 -2.68602 6.42193 -0.0222 -0.0181 -0.0073
H 3.95219 -2.32526 5.15837 -0.0039 -0.0074 0.0208
H 0.44516 -3.09129 1.75353 -0.3297 0.1994 0.4161
H -0.80018 -2.15416 2.68998 -0.0188 0.0429 -0.2163
H 0.53419 -2.94066 3.46970 -0.1315 -0.0851 -0.0086
C -1.97527 0.83760 -5.84067 0.0151 -0.0029 0.0254
C -1.20111 1.61179 -4.77805 0.0292 -0.0134 -0.0031
P -2.08579 2.03853 -3.21376 0.0429 -0.0653 -0.1090
C -2.93595 0.45448 -2.77954 -0.1374 0.0349 -0.2135
C -3.13824 0.33617 -1.28064 -0.3140 0.0006 -0.0190
C -3.52078 2.99196 -3.91995 0.0140 0.0145 0.0385
C -4.46738 3.49987 -2.83536 0.0023 -0.0090 0.0000
H -1.31831 0.56292 -6.66930 -0.0018 0.0102 0.0017
H -2.80339 1.41708 -6.25313 -0.0383 0.0125 -0.0134
H -2.38047 -0.08935 -5.43396 0.0044 -0.0075 -0.0028
H -0.82967 2.55808 -5.18418 0.0236 0.0313 -0.0283
H -0.32611 1.04026 -4.45167 -0.0931 0.0439 -0.0177
H -2.30547 -0.37316 -3.11286 0.0362 0.0406 0.0288
H -3.88995 0.39356 -3.31374 0.0070 -0.0263 -0.0578
H -2.15598 0.27208 -0.83971 0.3217 -0.0047 0.4010
H -3.68581 -0.56942 -1.01720 0.0389 -0.0182 -0.0193
H -3.66503 1.20149 -0.86628 0.0351 -0.0043 0.0273
H -4.07305 2.37304 -4.63272 0.0165 -0.0123 -0.0104
H -3.10257 3.83512 -4.47961 -0.0069 0.0073 0.0052
H -4.87907 2.66963 -2.25859 -0.0156 -0.0041 -0.0057
H -5.30748 4.05753 -3.25770 0.0024 0.0105 -0.0031
H -3.94313 4.15309 -2.13498 0.0042 -0.0019 0.0113
```
Forces are in eV/Å.

## Properties
**Kohn-Sham gap (alpha / beta)**: 5.37 / 5.64 eV
**LUMO (alpha / beta)**: 4.181 / 4.201 eV
**Highest occupied orbital energy (alpha / beta)**: -1.18 / -1.44 eV
**Total energy**: -83807.4733 eV
**Relative energy (zero: lowest compared OMol25 entry of this formula, charge and spin)**: 198.0 kcal/mol
**Charge**: -2